# 1
Here is a structure of composition C4H6FNS at a distorted geometry from OMol25. Energies are from ωB97M-V with the def2-TZVPD basis set.

Each line ends with the Mulliken charge.
Geometry (Å):
C: -2.1575 0.0114 0.1479  -0.199
C: -0.8678 0.5800 0.1272  0.386
C: 1.3804 0.1310 -0.2077  -0.040
C: 2.5754 -0.5466 0.1305  -0.659
H: -2.7391 0.3677 1.0357  0.285
H: -2.6370 0.5861 -0.6735  0.268
H: -0.2495 -1.4019 -0.2921  0.361
H: 1.3079 1.2824 -0.7317  0.150
H: 2.5719 -1.6524 0.4903  0.253
H: 3.4276 0.1593 -0.1772  0.233
N: 0.1438 -0.3238 0.2678  -0.292
F: -2.2290 -1.3148 -0.1467  -0.313
S: -0.5271 2.1216 0.0294  -0.432

Calculated values
Molecular weight   119.16 g mol⁻¹
Kohn-Sham gap   8.83 eV
Energy relative to the best compared isomer or geometry (same formula, charge and spin)   82.29 kcal per mole
2S+1   1

# 2
Here is an isolated molecule of C4H5F3N2S at a distorted geometry from OMol25. Energies are from ωB97M-V with the def2-TZVPD basis set.

Each line ends with the Mulliken charge.
Geometry (Å):
C: -1.4715 -1.0320 0.2429  -0.644
C: -0.2883 -0.5382 -0.2131  0.846
C: 0.1020 -0.7253 -1.6454  -1.256
C: 1.1708 1.3064 0.3074  0.846
N: -0.6514 0.2299 2.2746  -0.341
N: 0.4929 0.1564 0.6377  -0.453
F: 2.0551 1.1677 -0.7059  -0.268
F: 0.3583 2.3364 -0.0513  -0.297
F: 1.8764 1.7496 1.3506  -0.276
S: -2.0537 -0.1342 1.6223  0.138
H: -2.1331 -1.6571 -0.3173  0.381
H: 1.1355 -1.0568 -1.7059  0.310
H: 0.0166 0.2174 -2.1903  0.286
H: -0.5473 -1.4613 -2.1127  0.395
H: -0.0624 -0.5590 2.5065  0.332

Calculated values
Molecular weight   170.16 g mol⁻¹
Kohn-Sham gap   7.86 eV
Energy relative to the best compared isomer or geometry (same formula, charge and spin)   59.40 kcal per mole
2S+1   1

# 3
Here is the ion C3H3N2O2 with charge +1 at a distorted geometry from OMol25. Energies are from ωB97M-V with the def2-TZVPD basis set.

Each line ends with the Mulliken charge.
Geometry (Å):
O: 2.2508 0.2996 1.8356  -0.078
C: 1.3666 0.6622 1.2370  0.670
N: 0.3397 1.1361 0.6569  -0.086
C: -0.4641 0.2148 -0.0229  0.041
N: -0.0680 -0.9741 -0.2707  0.449
O: 0.8423 -1.7138 0.0225  -0.595
C: -1.1889 -0.5282 -1.1084  -0.222
H: 0.1036 2.1331 0.6882  0.325
H: -2.1862 -0.8906 -0.8766  0.233
H: -0.9958 -0.3391 -2.1614  0.261

Calculated values
Molecular weight   99.07 g mol⁻¹
Kohn-Sham gap (alpha / beta)   8.43 / 8.43 eV
Energy relative to the best compared isomer or geometry (same formula, charge and spin)   129.75 kcal per mole
Structure (SMILES)   O=C=[NH+]C1=[N+]([O-])C1
Total charge   +1
2S+1   1